Molecular formula: C37H41ClIrN3O3P2S2
Method: DFT, wB97M-V/def2-TZVPD

```
90
Properties=species:S:1:pos:R:3:forces:R:3:lowdin_spin:R:1
Ir -0.164717 0.889665 1.330457 -0.9634 -0.0530 0.8592 0.5900
Cl 0.123431 3.313310 1.579895 -0.0353 0.1849 -0.0966 0.0089
C 0.739251 3.428329 3.235184 -0.0172 0.1088 0.1037 0.0025
C 0.440670 4.565107 3.950966 -0.0025 0.0116 -0.0355 0.0004
C 0.938172 4.657425 5.246923 -0.0033 0.0054 0.0022 -0.0001
C 1.699429 3.630097 5.783367 0.0110 -0.0071 -0.0058 0.0000
C 1.982056 2.497792 5.031417 0.0332 -0.0429 -0.0171 -0.0002
C 1.506640 2.382876 3.726156 0.0096 -0.0396 0.0037 0.0006
P 1.828993 0.944079 2.675799 0.1616 0.1023 0.1908 0.0054
C 2.413404 -0.366467 3.754243 -0.1829 -0.0771 -0.0713 0.0013
C 3.760129 -0.400436 4.130683 0.0350 0.0123 -0.0343 -0.0001
C 4.190281 -1.333691 5.059979 -0.0122 0.0236 0.0048 0.0003
C 3.286700 -2.230365 5.617771 -0.0040 0.0100 -0.0011 0.0002
C 1.949255 -2.195783 5.249381 -0.0419 0.0210 -0.0255 0.0000
C 1.508879 -1.264299 4.320681 0.0098 -0.0311 0.0545 0.0013
C 3.192986 1.350509 1.553302 -0.0072 -0.1031 -0.1360 0.0014
C 3.731518 0.327106 0.872265 -0.0017 -0.0073 0.0696 -0.0005
C 4.208122 0.499509 -0.544120 0.0400 0.0312 0.0473 -0.0041
C 4.261480 1.968787 -1.060453 0.0057 0.0010 0.0565 -0.0003
C 3.982797 3.022743 -0.040299 0.0217 -0.0291 -0.1140 0.0002
C 3.422737 2.741642 1.130921 -0.0989 -0.0058 0.1094 0.0001
H -0.162689 5.354099 3.523473 0.0004 0.0100 0.0016 0.0001
H 0.717081 5.536548 5.836578 -0.0034 0.0049 0.0018 0.0000
H 2.072526 3.707580 6.795087 0.0060 -0.0045 0.0028 0.0000
H 2.569346 1.696116 5.459935 -0.0001 0.0024 0.0105 0.0000
H 4.467683 0.304266 3.712485 0.0044 -0.0016 -0.0040 0.0001
H 5.229209 -1.351549 5.360580 0.0008 -0.0027 -0.0092 0.0000
H 3.625581 -2.951618 6.349312 0.0038 -0.0050 -0.0052 0.0000
H 1.246697 -2.889477 5.690637 0.0036 -0.0081 0.0011 0.0000
H 0.462138 -1.231910 4.050177 0.0024 -0.0015 0.0270 0.0010
H 3.626006 -0.684153 1.259704 0.0192 -0.0065 -0.0407 0.0001
H 5.098718 -0.080168 -0.792552 -0.0465 -0.0137 -0.0159 -0.0004
H 5.183064 2.192272 -1.592786 0.0080 0.0161 0.0200 -0.0002
H 4.234199 4.045326 -0.293962 -0.0060 0.0104 -0.0005 0.0000
H 3.210272 3.530197 1.842202 0.0149 0.0076 0.0100 0.0000
C -3.860062 0.423984 5.137771 -0.0133 0.0131 -0.0434 0.0001
C -3.200938 -0.561120 4.206838 0.0543 -0.0598 0.2792 0.0032
C -3.677652 -1.983754 4.367453 -0.0079 0.0057 -0.0772 0.0013
O -3.513258 -0.081876 2.830691 0.0658 0.2355 -0.5680 0.0131
P -2.851516 -0.464216 1.480513 0.0291 -1.2618 0.6214 0.0286
S -0.923780 -1.216541 1.766613 -0.3317 0.1783 0.0044 0.1134
S -2.364556 1.205148 0.446430 0.6291 0.4442 0.1985 0.3264
O -3.690474 -1.509180 0.733171 0.2559 0.2609 -0.0939 0.0047
C -5.155822 -1.503843 0.341439 -0.1618 -0.0649 -0.0438 -0.0001
C -5.968292 -2.013535 1.501668 0.0200 0.0023 0.0070 0.0002
C -5.551830 -0.131671 -0.141842 0.0484 -0.0150 0.0430 0.0013
H -3.651317 0.138587 6.168688 0.0094 -0.0013 -0.0057 0.0000
H -4.940252 0.419765 4.995168 -0.0088 -0.0087 0.0108 0.0001
H -3.487598 1.433757 4.972357 0.0013 0.0053 0.0132 0.0000
H -2.112592 -0.507466 4.290394 0.0100 0.0314 -0.0110 0.0014
H -4.760820 -2.041888 4.271602 -0.0032 -0.0084 0.0079 0.0000
H -3.406648 -2.340952 5.361148 0.0097 0.0184 -0.0002 0.0001
H -3.220076 -2.650890 3.634046 -0.0011 -0.0200 0.0052 0.0002
H -5.144081 -2.221155 -0.475167 0.0056 0.0046 0.0023 0.0000
H -5.988785 -1.288702 2.315373 -0.0145 0.0029 0.0089 0.0000
H -5.589283 -2.967837 1.863357 -0.0025 -0.0054 -0.0036 0.0000
H -6.993025 -2.166323 1.161491 0.0046 -0.0009 -0.0038 0.0000
H -5.516292 0.598683 0.670860 -0.0249 0.0189 0.0114 -0.0001
H -6.581830 -0.172890 -0.496144 0.0103 0.0055 -0.0035 0.0000
H -4.926635 0.202061 -0.968651 -0.0057 0.0069 -0.0461 0.0013
C 6.182299 -7.744408 -0.521180 0.0916 -0.1790 -0.1275 -0.0075
C 5.581442 -6.412519 -0.744844 -0.2651 0.5744 -0.0353 -0.0365
C 5.821912 -5.332854 0.150299 0.0498 -0.8707 -0.3178 -0.0063
C 5.289366 -4.107047 -0.083982 -0.5267 0.4571 -0.6613 -0.0152
C 4.486404 -3.876684 -1.245655 0.5035 -1.2352 0.2422 -0.0235
N 4.022971 -2.613467 -1.425326 -0.8018 1.3497 -0.5914 -0.0313
C 3.410232 -2.100257 -2.607518 0.6050 -0.8422 0.8454 -0.0006
O 3.244626 -2.774582 -3.582769 -0.1730 0.1208 -0.2341 0.0029
N 3.054261 -0.776554 -2.567249 -0.0623 0.6521 0.2280 -0.0071
C 2.973579 0.217429 -1.522527 0.1360 -0.2280 -0.3282 -0.0010
C 3.097705 1.662292 -2.072847 -0.0186 0.0057 -0.0348 0.0007
C 1.847198 2.460035 -1.997979 0.0330 0.0453 -0.0276 0.0052
C 0.860332 2.127235 -1.184659 0.0119 -0.0815 0.1234 0.0019
N 0.927731 0.954233 -0.345179 0.4757 0.1371 -1.3901 0.0280
C 1.772118 0.033996 -0.613214 -0.1293 0.0388 0.0194 0.0096
C 4.216409 -4.958942 -2.139869 -0.0431 0.7964 0.3211 -0.0143
C 4.757637 -6.179299 -1.879396 0.4968 -0.4395 0.5955 -0.0038
H 6.652506 -7.835647 0.454077 -0.0097 -0.0101 0.0105 0.0000
H 6.943022 -7.927537 -1.290252 0.0109 -0.0205 0.0617 -0.0032
H 5.437315 -8.532882 -0.651084 0.0176 -0.0045 0.0527 -0.0019
H 6.445017 -5.498701 1.018802 0.0053 -0.0227 0.0019 0.0003
H 5.490369 -3.285949 0.594505 -0.0014 0.0475 0.0061 -0.0004
H 4.308526 -1.944261 -0.725552 0.0043 -0.0547 -0.0582 0.0001
H 2.715079 -0.482166 -3.474513 -0.0507 0.0093 0.0277 -0.0003
H 3.469084 1.659799 -3.097378 0.0377 -0.0241 0.0250 0.0001
H 1.736010 3.334651 -2.625511 -0.0206 -0.0078 -0.0342 0.0002
H -0.079098 2.655609 -1.135305 -0.0052 0.0227 0.0158 0.0000
H 1.689357 -0.894278 -0.058859 0.0448 -0.1311 -0.0390 0.0006
H 3.603217 -4.798614 -3.010025 0.0294 -0.0084 0.0218 -0.0004
H 4.560969 -7.001002 -2.556144 0.0115 -0.0082 0.0048 0.0004
```
Forces are in eV/Å.

Properties
**⟨S²⟩**: 1.03
**LUMO energy (alpha / beta)**: -11.6 / -12.4 eV
**ΔE to the lowest compared entry with this formula, charge and spin**: 564.9 kJ/mol
**Net charge**: +3
**Orbital gap (alpha / beta)**: 2.027 / 1.804 eV
**Max |F|**: 1.68 eV/Å
**HOMO (alpha / beta)**: -13.584 / -14.162 eV
**Spin multiplicity**: 2

***

Molecular formula: C2H2Cl2FNS
Method: DFT, wB97M-V/def2-TZVPD

```
9
Properties=species:S:1:pos:R:3:forces:R:3:mulliken_charge:R:1
C 0.616747 0.018000 -0.043533 3.0748 -3.0755 -2.2335 0.0236
C -0.750414 -0.574368 -0.487827 3.4561 -1.0307 -1.5436 0.5541
H -0.237950 1.347508 1.036661 -1.3198 0.3622 0.4856 0.2245
H 1.393847 1.612324 1.202597 -1.4509 -2.9205 -1.1840 0.3046
N 0.620687 0.869628 0.931125 1.4905 4.2694 2.1060 -0.3997
F -0.356277 -1.414655 -1.504163 -1.2407 0.4389 -1.0587 -0.2133
S 1.988561 -0.750557 -0.729013 -1.2857 1.7582 1.3084 -0.2527
Cl -1.890106 0.525604 -1.016163 -1.3800 1.9718 -0.9394 -0.1268
Cl -1.385098 -1.633484 0.610318 -1.3443 -1.7737 3.0592 -0.1142
```
Forces are in eV/Å.

Properties
**LUMO energy**: 0.0 eV
**ΔE to the lowest compared entry with this formula, charge and spin**: 96.4 kJ/mol
**Net charge**: 0
**Orbital gap**: 8.447 eV
**Max |F|**: 4.99 eV/Å
**HOMO**: -8.476 eV

***

Molecular formula: C8H8
Method: DFT, wB97M-V/def2-TZVPD

```
16
Properties=species:S:1:pos:R:3:forces:R:3:mulliken_charge:R:1
C -1.902388 -1.130209 1.300890 -0.0981 -1.2300 -0.1687 -0.5377
C -1.540442 -1.097041 0.069511 1.1086 0.5244 0.0845 -0.0659
C -0.662095 1.020530 1.291890 -0.1003 0.8468 0.1635 -0.3572
C -1.928581 0.279907 1.373560 2.5404 -1.6736 0.2055 -0.1748
C -0.564847 -0.493355 -0.847429 -1.6768 -0.7338 0.3773 -0.0303
C 0.849180 -0.422950 -0.329613 0.9846 2.7688 -2.5670 -0.0918
C -0.131154 0.749028 -0.154104 1.3509 -0.4860 0.8143 -0.2000
C 2.039155 -0.200433 -1.377611 -0.5059 2.9319 4.0513 -1.5236
H -0.853901 2.086186 1.610206 0.7317 -1.0485 -0.5920 0.3075
H 0.165696 0.501126 1.817235 -0.8732 0.7298 0.5123 0.2307
H -2.869705 0.662142 1.354734 -2.4181 1.9277 -0.0062 0.4631
H -0.868796 -0.448031 -1.861370 0.1713 -0.2069 -1.0005 0.4480
H 1.233086 -1.059729 0.412314 -0.3676 -0.8664 1.2987 0.4080
H 1.883590 0.604211 -2.081728 -0.2460 0.1238 -0.1091 0.3604
H 2.170181 -1.085450 -1.820127 0.7630 -3.3596 -2.1095 0.4390
H 2.981022 0.034070 -0.758359 -1.3645 -0.2484 -0.9545 0.3246
```
Forces are in eV/Å.

Properties
**LUMO energy (alpha / beta)**: -0.7 / -0.1 eV
**ΔE to the lowest compared entry with this formula, charge and spin**: 789.3 kJ/mol
**Net charge**: 0
**Orbital gap (alpha / beta)**: 6.489 / 8.014 eV
**Max |F|**: 5.03 eV/Å
**HOMO (alpha / beta)**: -7.142 / -8.130 eV